72
Properties=species:S:1:pos:R:3:lowdin_charge:R:1 method="wB97M-V/def2-TZVPD" orbital_gap_ev=9.63 smiles=COC[C@H](C)N.COC[C@H](C)N.COC[C@H](C)N.O.O.O.O.O.O.O
C -2.63 -0.52 1.22 -0.12
O -3.39 -1.11 0.22 -0.22
C -3.81 -2.48 0.43 -0.12
C -2.59 -3.49 0.12 -0.41
C -2.02 -3.27 -1.31 -0.06
N -3.08 -4.84 0.12 0.01
H -2.40 0.51 0.95 0.06
H -1.79 -1.16 1.47 0.08
H -3.24 -0.49 2.12 0.09
H -4.37 -2.63 1.36 0.12
H -4.53 -2.61 -0.37 0.12
H -1.78 -3.34 0.83 0.12
H -1.96 -2.26 -1.72 0.05
H -2.60 -3.88 -1.99 0.08
H -0.97 -3.56 -1.21 0.08
H -3.87 -4.91 -0.51 0.07
H -2.43 -5.44 -0.37 0.07
C -0.46 -1.59 -4.57 -0.12
O 0.29 -1.82 -3.43 -0.23
C 1.43 -0.91 -3.38 -0.12
C 0.86 0.44 -2.69 -0.38
C 1.87 1.39 -2.06 -0.03
N 0.03 0.08 -1.53 0.04
H -0.84 -0.57 -4.62 0.09
H -1.36 -2.21 -4.51 0.09
H 0.19 -1.80 -5.42 0.09
H 2.20 -1.30 -2.71 0.11
H 1.92 -0.69 -4.32 0.12
H 0.23 0.86 -3.48 0.12
H 2.69 1.59 -2.76 0.08
H 2.32 0.95 -1.17 0.05
H 1.37 2.35 -1.91 0.07
H 0.80 -0.27 -0.98 0.03
H -0.34 -0.76 -1.95 0.05
C 4.19 2.00 2.68 -0.07
O 4.15 0.53 2.44 -0.15
C 3.40 0.39 1.24 -0.24
C 3.13 -1.12 0.98 -0.41
C 4.32 -1.74 0.14 -0.04
N 1.84 -1.48 0.43 0.04
H 4.73 2.47 1.85 0.08
H 4.82 2.30 3.52 0.08
H 3.24 2.50 2.84 0.08
H 2.37 0.77 1.28 0.10
H 3.82 0.75 0.31 0.11
H 3.10 -1.58 1.97 0.13
H 5.30 -1.56 0.58 0.08
H 4.25 -1.38 -0.88 0.07
H 4.24 -2.83 0.13 0.07
H 1.75 -2.48 0.31 0.09
H 1.19 -1.22 1.16 0.06
O -1.44 4.66 0.54 -0.06
H -1.31 5.24 1.29 0.04
H -0.89 3.90 0.72 -0.03
O -0.97 2.38 4.95 -0.06
H -0.23 2.39 4.35 -0.01
H -1.71 2.70 4.43 -0.02
O -2.31 1.45 -1.31 -0.06
H -3.05 0.88 -1.51 0.05
H -1.54 0.99 -1.63 -0.02
O -0.93 3.83 -2.29 -0.06
H -1.38 3.03 -2.05 -0.02
H -0.63 4.20 -1.46 0.00
O 0.58 0.82 3.45 -0.04
H 0.56 -0.12 3.29 0.06
H 0.98 0.91 4.31 0.06
O -0.43 2.29 1.11 -0.03
H -0.20 1.78 1.88 0.01
H -0.86 1.67 0.52 0.01
O -2.96 3.40 3.10 -0.04
H -2.92 3.60 2.16 0.02
H -3.89 3.47 3.32 0.05